(1)
{"formula": "C17H22O5", "method": "the ωB97M-V functional and the def2-TZVPD basis", "elements": ["O", "O", "O", "O", "O", "C", "C", "C", "C", "C", "C", "C", "C", "C", "C", "C", "C", "C", "C", "C", "C", "C", "H", "H", "H", "H", "H", "H", "H", "H", "H", "H", "H", "H", "H", "H", "H", "H", "H", "H", "H", "H", "H", "H"], "positions_angstrom": [[0.675, 4.755, 1.077], [0.484, 2.059, 2.700], [0.422, 1.562, -2.761], [-1.161, 3.360, 1.099], [0.126, -1.470, -3.016], [-0.521, 4.537, 1.214], [0.178, 1.473, 1.691], [-0.105, 0.723, -1.937], [-0.224, -0.969, 2.386], [0.459, -0.006, 1.580], [-1.454, 0.717, -1.277], [-1.477, 1.355, -0.017], [-1.454, 5.629, 1.842], [-2.680, -0.044, -1.751], [2.126, -3.212, -1.443], [0.697, -3.854, 0.372], [1.379, -2.655, -0.277], [1.992, -1.775, 0.643], [0.520, -1.385, -0.624], [-0.428, 2.241, 0.583], [0.595, -0.658, -1.918], [1.183, -0.545, 0.400], [-0.812, -1.250, -3.303], [-0.063, -2.046, 2.250], [-0.868, -0.732, 3.210], [-2.377, 1.469, 0.634], [-1.311, 6.631, 1.438], [-2.471, 5.362, 1.819], [-1.359, 5.552, 2.897], [-3.290, 0.462, -2.538], [-2.412, -1.076, -2.054], [-3.364, -0.137, -0.927], [2.674, -2.385, -1.812], [2.740, -4.000, -1.051], [1.427, -3.522, -2.274], [1.522, -4.599, 0.633], [0.118, -4.461, -0.243], [0.054, -3.715, 1.247], [3.073, -1.756, 0.340], [1.915, -2.109, 1.717], [-0.548, -1.532, -0.205], [0.451, 2.523, -0.050], [1.705, -0.584, -2.146], [1.866, 0.066, -0.147]], "e_lumo_ev": -0.029, "total_energy_ev": -28217.934, "orbital_gap_ev": 9.4, "e_above_lowest_ev": 6.027, "spin_multiplicity": 1, "homo_energy_ev": -9.4}

---

(2)
{"formula": "C17H23BaN2O5", "method": "the ωB97M-V functional and the def2-TZVPD basis", "elements": ["Ba", "C", "C", "C", "O", "H", "H", "H", "H", "H", "H", "H", "C", "C", "C", "O", "C", "C", "C", "O", "O", "O", "H", "H", "C", "C", "C", "C", "N", "H", "H", "H", "H", "H", "H", "H", "C", "C", "C", "C", "N", "H", "H", "H", "H", "H", "H", "H"], "positions_angstrom": [[-3.284, 3.852, -26.316], [-6.810, 3.463, -27.962], [-7.011, 3.858, -26.536], [-7.254, 2.562, -25.726], [-5.940, 4.573, -26.027], [-7.694, 2.956, -28.379], [-6.031, 2.700, -28.080], [-6.631, 4.279, -28.668], [-7.950, 4.442, -26.515], [-6.359, 1.938, -25.779], [-8.171, 2.055, -26.036], [-7.398, 2.783, -24.662], [-2.856, 0.043, -29.342], [-2.742, 1.220, -28.573], [-1.482, 1.326, -27.615], [-1.178, 2.427, -27.090], [-0.805, 0.107, -27.345], [-1.142, -1.094, -27.957], [-2.119, -1.088, -29.105], [-2.198, -2.056, -29.903], [-0.512, -2.138, -27.677], [-3.542, 2.167, -28.420], [-3.523, 0.103, -30.194], [-0.079, 0.274, -26.557], [1.010, 3.104, -22.097], [0.167, 4.080, -21.279], [-1.311, 3.579, -21.241], [-2.023, 3.718, -22.498], [-2.554, 3.811, -23.509], [2.069, 3.357, -22.048], [0.709, 3.174, -23.142], [0.866, 2.104, -21.694], [0.144, 5.093, -21.677], [0.365, 4.090, -20.207], [-1.923, 4.251, -20.618], [-1.414, 2.607, -20.764], [2.542, 5.899, -27.793], [1.865, 7.158, -27.227], [1.114, 7.007, -25.877], [0.014, 6.070, -25.988], [-0.860, 5.334, -26.066], [3.079, 5.374, -27.001], [3.281, 6.233, -28.517], [1.793, 5.246, -28.232], [1.077, 7.460, -27.926], [2.536, 8.015, -27.182], [0.696, 7.955, -25.535], [1.857, 6.726, -25.128]], "e_lumo_ev": 1.429, "total_energy_ev": -31914.887, "orbital_gap_ev": 4.8, "e_above_lowest_ev": 1.797, "charge": -1, "spin_multiplicity": 1, "homo_energy_ev": -3.4}

---

(3)
{"formula": "C17H23Cl7N5RhSe", "method": "the ωB97M-V functional and the def2-TZVPD basis", "elements": ["Rh", "Cl", "C", "Cl", "H", "H", "Cl", "C", "C", "C", "Cl", "C", "Cl", "C", "Cl", "C", "Cl", "C", "N", "C", "C", "N", "C", "C", "Se", "H", "H", "H", "H", "H", "H", "H", "H", "C", "N", "C", "C", "N", "N", "C", "C", "H", "H", "H", "H", "H", "H", "H", "H", "H", "H", "H", "H", "H"], "positions_angstrom": [[-0.461, 0.758, 1.871], [-1.574, 2.276, 3.825], [-2.112, 0.960, 4.869], [-1.671, -0.545, 4.054], [-3.195, 1.005, 4.987], [-1.590, 1.011, 5.826], [1.807, 1.364, 3.320], [2.441, 1.070, 1.738], [1.473, 0.767, 0.783], [1.922, 0.502, -0.505], [0.789, 0.033, -1.709], [3.274, 0.571, -0.844], [3.789, 0.286, -2.462], [4.219, 0.868, 0.151], [5.881, 0.903, -0.232], [3.803, 1.110, 1.475], [4.947, 1.424, 2.711], [1.241, 3.989, -0.705], [0.366, 3.284, -1.600], [0.538, 3.159, -2.943], [-0.535, 2.481, -3.431], [-1.353, 2.201, -2.379], [-2.611, 1.518, -2.485], [-0.786, 2.678, -1.255], [-1.480, 2.567, 0.482], [2.107, 4.340, -1.261], [1.574, 3.331, 0.099], [0.724, 4.847, -0.271], [1.390, 3.557, -3.452], [-0.774, 2.189, -4.433], [-2.461, 0.535, -2.935], [-3.294, 2.089, -3.117], [-3.053, 1.409, -1.493], [1.151, -3.093, -0.474], [0.344, -2.521, 0.576], [1.022, -2.295, 1.827], [-0.945, -2.122, 0.380], [-1.399, -1.045, 0.975], [-1.722, -2.859, -0.450], [-2.992, -2.341, -0.914], [-1.559, -4.291, -0.607], [2.080, -2.523, -0.548], [0.645, -3.031, -1.433], [1.414, -4.133, -0.267], [1.134, -3.242, 2.365], [0.445, -1.610, 2.450], [2.015, -1.877, 1.657], [-2.399, -0.903, 0.869], [-2.876, -1.316, -1.262], [-3.763, -2.387, -0.139], [-3.331, -2.949, -1.750], [-0.824, -4.681, 0.090], [-1.267, -4.539, -1.629], [-2.510, -4.779, -0.396]], "e_lumo_ev": [-8.052, -8.054], "total_energy_ev": -181448.719, "orbital_gap_ev": [6.3, 6.3], "e_above_lowest_ev": 0.000, "charge": 2, "spin_multiplicity": 1, "homo_energy_ev": [-14.4, -14.4]}

---

(4)
{"formula": "C17H23F5NO2P2Sn", "method": "the ωB97M-V functional and the def2-TZVPD basis", "elements": ["Sn", "P", "C", "C", "N", "C", "C", "C", "C", "C", "P", "H", "H", "H", "H", "H", "H", "H", "H", "O", "H", "H", "O", "H", "C", "H", "H", "H", "C", "H", "H", "H", "C", "H", "H", "H", "C", "H", "H", "H", "F", "C", "C", "C", "F", "C", "F", "C", "F", "C", "F"], "positions_angstrom": [[0.280, 0.415, 0.494], [2.588, -0.905, 0.550], [2.501, -1.301, -1.197], [1.285, -1.552, -1.842], [0.121, -1.012, -1.306], [-1.061, -1.254, -1.897], [-1.144, -2.162, -2.942], [0.014, -2.621, -3.572], [1.242, -2.229, -3.094], [-2.339, -0.634, -1.379], [-2.139, 1.006, -0.599], [2.144, -2.458, -3.654], [-2.143, -2.456, -3.265], [-0.091, -3.305, -4.407], [-3.091, -0.508, -2.176], [-2.828, -1.278, -0.628], [2.889, 2.774, -4.091], [3.437, -1.434, -1.781], [-0.383, 4.497, -1.864], [3.562, 3.478, -3.957], [3.875, 3.292, -3.034], [0.899, 1.477, -0.634], [0.001, 4.996, -1.085], [0.877, 4.497, -1.092], [-2.389, 2.190, -1.936], [-3.368, 2.082, -2.412], [-2.290, 3.193, -1.511], [-1.607, 2.066, -2.688], [-3.588, 1.213, 0.529], [-3.369, 2.070, 1.201], [-4.518, 1.423, -0.045], [-3.722, 0.300, 1.146], [2.414, -2.499, 1.479], [3.343, -3.082, 1.543], [2.032, -2.377, 2.506], [1.681, -3.119, 0.944], [4.066, 0.143, 0.988], [3.974, 0.560, 2.001], [5.041, -0.362, 0.942], [4.102, 0.995, 0.294], [-1.028, -2.063, 1.511], [-1.011, -1.241, 2.616], [-0.515, 0.049, 2.492], [-0.565, 0.841, 3.646], [-0.174, 2.140, 3.648], [-1.054, 0.330, 4.854], [-1.071, 1.091, 5.964], [-1.516, -0.977, 4.958], [-1.946, -1.494, 6.124], [-1.501, -1.760, 3.811], [-1.917, -3.035, 3.847]], "e_lumo_ev": -13.959, "total_energy_ev": -61550.931, "orbital_gap_ev": 4.0, "charge": 3, "spin_multiplicity": 1, "homo_energy_ev": -18.0}

---

(5)
{"formula": "C17H23N3O", "method": "the ωB97M-V functional and the def2-TZVPD basis", "elements": ["C", "H", "H", "H", "C", "C", "C", "C", "C", "C", "C", "N", "C", "N", "C", "C", "O", "N", "C", "C", "C", "C", "C", "C", "H", "H", "H", "H", "H", "H", "H", "H", "H", "H", "H", "H", "H", "H", "H", "H", "H", "H", "H", "H"], "positions_angstrom": [[-1.383, 2.671, -0.711], [-1.094, 2.308, 0.273], [-1.232, 3.748, -0.721], [-2.443, 2.471, -0.862], [-0.546, 2.019, -1.815], [0.928, 2.223, -1.571], [1.578, 3.262, -2.222], [2.920, 3.523, -2.013], [3.636, 2.730, -1.133], [3.015, 1.690, -0.470], [1.664, 1.430, -0.677], [1.019, 0.385, -0.014], [1.540, -0.518, 0.847], [2.736, -0.546, 1.302], [2.843, -1.672, 2.194], [1.477, -2.321, 2.189], [1.084, -3.297, 2.781], [0.720, -1.551, 1.333], [-0.662, -1.891, 1.057], [-1.648, -0.823, 1.538], [-3.077, -1.326, 1.346], [-3.326, -1.682, -0.117], [-2.339, -2.748, -0.583], [-0.902, -2.263, -0.409], [-0.733, -1.409, -1.069], [-0.201, -3.047, -0.701], [-2.519, -2.992, -1.632], [-2.486, -3.657, 0.003], [-3.217, -0.786, -0.734], [-4.348, -2.046, -0.240], [-3.782, -0.559, 1.671], [-3.235, -2.211, 1.966], [-1.527, 0.109, 0.982], [-1.461, -0.609, 2.592], [-0.828, -2.795, 1.662], [3.612, -2.368, 1.847], [3.121, -1.343, 3.198], [0.046, 0.262, -0.240], [3.555, 1.064, 0.221], [4.685, 2.921, -0.959], [3.400, 4.337, -2.534], [1.016, 3.878, -2.909], [-0.792, 0.956, -1.897], [-0.811, 2.476, -2.770]], "e_lumo_ev": 0.705, "total_energy_ev": -24521.569, "orbital_gap_ev": 8.9, "e_above_lowest_ev": 0.445, "spin_multiplicity": 1, "homo_energy_ev": -8.2}

---

(6)
{"formula": "C17H23N3O3S", "method": "the ωB97M-V functional and the def2-TZVPD basis", "elements": ["C", "H", "H", "H", "C", "N", "C", "N", "C", "O", "C", "C", "C", "O", "N", "C", "C", "C", "C", "C", "C", "O", "C", "C", "H", "H", "H", "H", "H", "H", "H", "H", "H", "H", "H", "H", "H", "S", "C", "C", "H", "H", "H", "H", "H", "H", "H"], "positions_angstrom": [[3.587, -2.910, 1.089], [2.885, -3.708, 0.856], [4.410, -2.949, 0.380], [3.973, -3.064, 2.092], [2.888, -1.556, 1.004], [2.444, -1.309, -0.336], [1.251, -1.483, -0.675], [0.813, -1.256, -1.958], [-0.518, -1.368, -2.216], [-1.041, -1.062, -3.261], [-1.280, -1.950, -1.037], [-2.620, -1.248, -0.788], [-2.673, -0.304, 0.413], [-3.525, -0.435, 1.262], [-1.729, 0.669, 0.399], [-1.504, 1.656, 1.368], [-2.403, 1.945, 2.382], [-2.126, 2.946, 3.299], [-0.953, 3.666, 3.202], [-0.042, 3.388, 2.193], [-0.302, 2.384, 1.273], [0.536, 2.027, 0.248], [1.763, 2.720, 0.121], [2.537, 2.106, -1.033], [1.954, 2.173, -1.948], [3.473, 2.639, -1.169], [2.748, 1.061, -0.818], [2.341, 2.628, 1.050], [1.569, 3.785, -0.072], [0.868, 3.963, 2.137], [-0.731, 4.451, 3.909], [-2.834, 3.160, 4.084], [-3.315, 1.376, 2.452], [-1.036, 0.673, -0.337], [-3.404, -1.988, -0.619], [-2.875, -0.686, -1.693], [-1.477, -2.998, -1.292], [-0.120, -1.989, 0.368], [1.752, -0.949, -3.024], [2.403, -2.221, -3.550], [3.099, -1.973, -4.346], [2.947, -2.718, -2.750], [1.650, -2.900, -3.945], [1.179, -0.455, -3.811], [2.510, -0.276, -2.626], [2.044, -1.528, 1.710], [3.594, -0.761, 1.257]], "e_lumo_ev": 0.603, "total_energy_ev": -39451.550, "orbital_gap_ev": 8.8, "e_above_lowest_ev": 0.992, "spin_multiplicity": 1, "homo_energy_ev": -8.2}